(1)
ORCA calculation (ωB97M-V/def2-TZVPD) on a cluster of 9 separate species, C75H163N9O11 in total in a non-equilibrium geometry.

Positions of all 258 atoms, in Å:
C -29.01471 10.89731 5.36815
C -29.48176 11.96210 6.38148
C -30.22112 13.07722 5.69520
C -30.36521 11.35797 7.49030
C -30.40889 12.24489 8.75692
C -28.93100 12.46753 9.21210
C -28.05265 13.17221 8.15616
C -28.39577 14.70510 7.95662
C -26.62948 13.13879 8.57443
N -28.18617 12.29263 6.99899
O -27.31390 12.81112 5.98613
H -28.65249 10.05144 5.92168
H -29.80637 10.41407 4.74225
H -28.21416 11.26995 4.77415
H -30.63268 13.85139 6.40865
H -29.56726 13.43926 4.89314
H -31.12285 12.73817 5.19451
H -31.39176 11.15555 7.13439
H -29.81978 10.45182 7.77702
H -30.90647 13.19683 8.62218
H -30.89716 11.64671 9.46524
H -28.51150 11.49807 9.35023
H -28.76773 12.97252 10.16628
H -29.40057 14.95510 7.64035
H -27.81958 14.98112 7.08278
H -28.00867 15.32725 8.77146
H -25.95403 13.66723 7.92701
H -26.24487 12.05987 8.62552
H -26.53104 13.58400 9.54111
H -27.59839 13.72964 5.60091
C -27.38498 17.30008 -2.63147
C -26.20817 18.35462 -2.54837
C -24.97525 17.77287 -1.86887
C -25.76011 18.70877 -3.99539
C -25.01805 19.99427 -4.13512
C -25.70861 21.16306 -3.44559
C -26.01591 20.86133 -2.00564
C -24.73184 20.96065 -1.18642
C -27.06333 21.81374 -1.34311
N -26.74465 19.55419 -1.97144
O -26.99809 19.18820 -0.63703
H -28.30409 17.82500 -2.97350
H -27.16070 16.46969 -3.30697
H -27.55924 16.74728 -1.72967
H -24.51504 17.01420 -2.50433
H -24.20584 18.53659 -1.70614
H -25.21425 17.27579 -0.93739
H -25.18277 17.88743 -4.42060
H -26.67419 18.78346 -4.65675
H -24.04876 19.79060 -3.61698
H -24.91666 20.17904 -5.21512
H -26.59792 21.45164 -4.05591
H -25.16683 22.08034 -3.48041
H -23.84348 20.52877 -1.71916
H -24.76935 20.49529 -0.19816
H -24.46431 21.97625 -0.98300
H -26.59528 22.82843 -1.29632
H -27.27289 21.42421 -0.35815
H -27.94687 21.82722 -1.96643
H -27.92600 19.20317 -0.43654
C -25.41975 13.73054 0.71578
C -25.96457 12.37035 0.37623
C -25.99353 12.06808 -1.10659
C -25.13141 11.40134 1.17126
C -25.80863 9.98717 1.17914
C -27.25975 10.06253 1.63113
C -28.13517 11.12229 0.92818
C -28.53869 10.59180 -0.47526
C -29.33923 11.37642 1.79555
N -27.32738 12.38616 0.94514
O -28.05426 13.34422 0.14134
H -25.65660 13.87995 1.78101
H -24.35358 13.63873 0.50345
H -25.74832 14.64120 0.19799
H -26.71159 12.73271 -1.50468
H -24.97587 12.24712 -1.46804
H -26.27664 11.06811 -1.37156
H -24.11693 11.33862 0.79752
H -25.08267 11.78376 2.18035
H -25.75550 9.60576 0.16378
H -25.28454 9.20265 1.77319
H -27.31994 10.43891 2.70498
H -27.79369 9.05782 1.57371
H -28.68017 11.54051 -1.04085
H -29.50656 10.07263 -0.56210
H -27.75770 9.97216 -0.88656
H -28.99952 11.78581 2.77571
H -30.00448 10.48835 1.95520
H -29.93107 12.13698 1.34450
H -28.34689 13.99223 0.83610
C -24.89776 8.69848 5.01872
C -24.19769 9.49675 6.08443
C -25.19359 9.86487 7.22594
C -23.11363 8.52392 6.59340
C -22.13474 9.23303 7.53041
C -21.48705 10.42079 6.76869
C -22.47374 11.37669 6.14549
C -23.12696 12.38062 7.16325
C -21.83443 12.25117 4.99262
N -23.48293 10.54710 5.43817
O -24.40428 11.52508 4.79559
H -25.16516 7.69634 5.34788
H -25.82276 9.22406 4.69509
H -24.24477 8.58529 4.12445
H -24.81028 10.16606 8.21037
H -25.87792 10.60551 6.85539
H -25.75068 8.96714 7.38675
H -23.51972 7.62993 7.02401
H -22.54207 8.21774 5.73855
H -22.50566 9.52391 8.51367
H -21.36519 8.53156 7.70400
H -20.77580 10.03460 5.98333
H -20.86746 10.95179 7.45404
H -23.23174 11.90054 8.14502
H -24.15517 12.77423 6.96196
H -22.67719 13.35379 7.33606
H -21.02666 12.93981 5.39293
H -22.44462 12.91911 4.46779
H -21.55993 11.58190 4.17876
H -25.17613 11.52792 5.34264
C -28.42280 20.64624 7.48180
C -27.04786 21.48062 7.56403
C -27.33861 22.77652 6.77333
C -26.67361 21.91899 8.97582
C -26.23137 20.65127 9.76184
C -25.04810 20.03337 9.16372
C -25.31242 19.62324 7.70898
C -23.98929 19.28031 7.03248
C -26.30971 18.38919 7.62885
N -25.82857 20.84667 7.03534
O -26.11265 20.47547 5.67247
H -28.49269 20.04850 6.56440
H -28.64150 20.07016 8.41117
H -29.23161 21.33955 7.44390
H -26.56774 23.53837 6.89296
H -27.52374 22.53058 5.70663
H -28.10775 23.33467 7.15865
H -25.81949 22.64278 8.96197
H -27.41835 22.55229 9.51263
H -25.98384 20.92355 10.77563
H -27.12503 20.03004 9.83653
H -24.73959 19.13337 9.70655
H -24.18219 20.71181 9.34668
H -24.11380 19.06560 5.96113
H -23.65690 18.34235 7.39209
H -23.29256 20.12517 7.07457
H -25.86409 17.54189 8.19582
H -26.52776 18.27387 6.55119
H -27.26956 18.60393 8.06037
H -25.77072 21.11429 5.01778
C -21.45796 18.48484 0.04075
C -21.31959 17.16785 0.80071
C -22.42055 16.24535 0.23629
C -19.93807 16.60661 0.42045
C -18.80009 17.26173 1.19167
C -19.13733 17.31859 2.66052
C -20.46560 18.00576 3.05370
C -20.73718 17.69289 4.52484
C -20.45480 19.51668 2.83869
N -21.48797 17.19255 2.26089
O -22.76735 17.77637 2.64177
H -21.40891 18.32259 -0.98955
H -22.43699 18.85463 0.26931
H -20.60308 19.16951 0.21525
H -23.37462 16.81448 0.27730
H -22.12266 16.03990 -0.76759
H -22.58307 15.32860 0.77606
H -19.85860 15.54359 0.67586
H -19.83543 16.66654 -0.72447
H -17.77937 16.79486 0.99491
H -18.61929 18.29336 0.85117
H -18.33944 17.81158 3.14675
H -19.16994 16.31160 3.04337
H -21.70839 18.15987 4.76682
H -19.95793 18.11664 5.12809
H -20.76126 16.64877 4.85127
H -19.98263 19.78094 1.95746
H -20.01038 19.99658 3.68870
H -21.44272 19.84672 2.84297
H -23.30681 17.01316 2.94867
C -30.38675 17.05288 0.31541
C -31.65904 16.35095 0.13752
C -32.75147 17.47354 0.00253
C -31.57315 15.39564 -1.05538
C -32.63532 14.40577 -1.30814
C -32.71515 13.51960 -0.04916
C -32.89706 14.35377 1.24419
C -34.40723 14.92467 1.24423
C -32.67450 13.54937 2.48760
N -31.86826 15.42638 1.32254
O -32.06217 16.12982 2.48533
H -29.51897 16.37170 0.24373
H -30.28979 17.67235 -0.61834
H -30.38138 17.71259 1.26900
H -32.92043 17.92827 1.05069
H -32.56965 18.16535 -0.82496
H -33.73047 17.07956 -0.26975
H -31.44213 15.96018 -1.98861
H -30.67806 14.80092 -0.94826
H -33.64688 14.81827 -1.54499
H -32.39634 13.88108 -2.25897
H -31.85559 12.90159 0.16953
H -33.61643 12.82267 -0.10523
H -35.03589 14.06440 1.52039
H -34.68823 15.36428 0.24053
H -34.65390 15.71568 1.96587
H -31.60190 13.34815 2.74923
H -33.20299 12.58522 2.40454
H -33.11371 14.02923 3.35047
H -32.84838 16.64881 2.38670
C -24.01896 20.42453 3.09386
O -25.33050 21.01528 3.02308
C -26.27105 20.13926 2.62399
C -27.62039 20.79995 2.84387
N -28.57473 19.79272 3.30548
C -29.91873 20.26044 3.64522
C -30.88829 19.24526 4.08362
O -30.35090 18.39752 5.07728
C -31.14886 17.28707 5.41682
H -23.22490 21.15247 3.09659
H -23.98538 19.79659 2.19559
H -23.96952 19.73702 3.98861
H -26.17204 19.25757 3.27775
H -26.11436 19.70983 1.57522
H -28.04024 21.39332 1.95006
H -27.49243 21.55098 3.67685
H -28.14566 19.28744 4.09597
H -30.38049 20.62227 2.73777
H -29.80794 21.08201 4.40810
H -31.24520 18.65964 3.23725
H -31.76790 19.80437 4.54278
H -32.08774 17.52441 5.88341
H -30.56429 16.78320 6.27139
H -31.23441 16.55698 4.55442
C -23.61245 14.72235 3.79329
O -24.36789 15.90867 3.52575
C -24.91887 16.40252 4.69063
C -25.96620 15.45676 5.27483
N -27.18064 15.13930 4.45531
C -27.99894 16.25390 4.08406
C -28.93898 15.83860 2.98991
O -28.17125 15.50672 1.77545
C -27.17300 16.44061 1.33650
H -22.83054 15.05772 4.48716
H -23.14326 14.47500 2.87644
H -24.19863 13.90959 4.17890
H -25.40397 17.32722 4.44594
H -24.17592 16.58221 5.44718
H -26.32744 15.94097 6.17281
H -25.54662 14.53544 5.51061
H -26.80965 14.56052 3.65495
H -27.49677 17.15848 3.76451
H -28.52849 16.57577 4.98644
H -29.78696 16.54540 2.74074
H -29.45807 14.90147 3.31490
H -26.81015 16.09702 0.31644
H -26.33680 16.41308 2.02512
H -27.56912 17.45842 1.25039

As for the total charge: 0. The total energy is -4275.3850 hartree. The calculation puts the energy above the lowest of the compared OMol25 structures with the same formula, charge and spin at 183.43 kJ/mol. The LUMO energy is 0.020 Eh. As for the SMILES: CC1(C)CCCC(C)(C)N1O.CC1(C)CCCC(C)(C)N1O.CC1(C)CCCC(C)(C)N1O.CC1(C)CCCC(C)(C)N1O.CC1(C)CCCC(C)(C)N1O.CC1(C)CCCC(C)(C)N1O.CC1(C)CCCC(C)(C)N1O.COCCNCCOC.COCCNCCOC. Its spin multiplicity is 1. The max |F| is 3.72 eV/A.



(2)
ORCA calculation (ωB97M-V/def2-TZVPD) on a structure of composition C75H61AsAuN9OS4 in a non-equilibrium geometry.

Positions of all 152 atoms, in Å:
Au 1.19762 0.02539 -0.85444
N 1.36682 0.15509 1.23786
S 1.17722 -0.11101 2.66296
N -0.29268 -0.67681 3.19316
S -1.11338 -1.92821 2.81716
N -0.92648 -2.65891 1.46056
S -1.32528 -2.11061 -0.05094
N -0.89158 -0.77341 -0.51904
C -3.14278 -2.17911 -0.10124
C -3.79588 -0.97511 0.10316
C -5.17668 -0.92641 0.02896
C -5.89388 -2.07831 -0.25754
C -5.22998 -3.27511 -0.47434
C -3.84578 -3.33391 -0.39544
C -0.73588 -3.58101 -0.92884
C -0.88428 -4.81841 -0.32454
C -0.40748 -5.94841 -0.96584
C 0.20932 -5.83181 -2.20164
C 0.34662 -4.58851 -2.79954
C -0.12818 -3.45031 -2.16384
C -2.85128 -1.56241 3.06116
C -3.33288 -0.29401 3.31046
C -4.69968 -0.12001 3.47596
C -5.55728 -1.20601 3.39356
C -5.05878 -2.47441 3.13306
C -3.69848 -2.65521 2.96546
C -0.82898 -3.19091 4.05626
C -0.48118 -4.48581 3.72096
C -0.26698 -5.40631 4.73376
C -0.40498 -5.02441 6.05976
C -0.75648 -3.72131 6.38236
C -0.97168 -2.79621 5.37586
C 2.48562 -1.13381 3.41626
C 2.41432 -2.51321 3.39776
C 3.45962 -3.25471 3.92536
C 4.57132 -2.61141 4.44496
C 4.65082 -1.22831 4.42266
C 3.60752 -0.48091 3.90196
C 1.20172 1.36909 3.69556
C 1.57822 2.55809 3.10026
C 1.58022 3.72449 3.84676
C 1.19482 3.67889 5.17846
C 0.83812 2.47579 5.77016
C 0.84222 1.30549 5.02806
H -3.20708 -0.08671 0.29936
H -5.68818 0.01199 0.17436
H -6.97068 -2.04101 -0.32904
H -5.78848 -4.16331 -0.72784
H -3.33628 -4.26641 -0.58334
H -1.35178 -4.88571 0.64456
H -0.51808 -6.91651 -0.50254
H 0.58512 -6.71481 -2.69534
H 0.82482 -4.50861 -3.76314
H -0.02298 -2.46751 -2.60034
H -2.64188 0.53209 3.36976
H -5.09048 0.86629 3.67366
H -6.61818 -1.07071 3.54256
H -5.72708 -3.31831 3.06706
H -3.28548 -3.63091 2.76146
H -0.36678 -4.74711 2.68066
H 0.00762 -6.42051 4.48876
H -0.24208 -5.74631 6.84576
H -0.86268 -3.42881 7.41526
H -1.24518 -1.77431 5.59096
H 1.54462 -2.99311 2.97326
H 3.40992 -4.33201 3.92006
H 5.38122 -3.19091 4.85796
H 5.52422 -0.73151 4.81376
H 3.67262 0.59709 3.87436
H 1.84842 2.52319 2.05376
H 1.87292 4.66019 3.39356
H 1.16542 4.58729 5.75946
H 0.56672 2.45079 6.81386
H 0.56152 0.35789 5.46016
C -4.01978 6.90919 -7.22044
C -3.05638 6.03389 -6.49634
O -2.61438 6.19559 -5.39424
S -2.65558 4.57609 -7.47214
C -1.69588 3.56809 -6.37754
C -0.61908 4.07479 -5.66154
C 0.06582 3.24529 -4.79884
C -0.32898 1.91349 -4.62644
C -1.38348 1.40649 -5.39244
C -2.05558 2.22759 -6.26784
C 0.26692 1.13359 -3.60844
C 0.75262 0.43989 -2.73674
H -3.55928 7.87399 -7.42394
H -4.87688 7.09409 -6.57434
H -4.33418 6.46029 -8.15834
H -0.33428 5.11039 -5.76204
H 0.90012 3.62769 -4.22924
H -1.67978 0.37639 -5.27144
H -2.87708 1.85349 -6.85824
C 3.84072 -0.13891 -3.45114
C 4.23452 0.06749 -2.04054
N 3.42422 0.32489 -1.03344
C 4.18972 0.48859 0.08026
C 5.49572 0.33519 -0.25674
N 5.51512 0.06829 -1.60194
C 6.70962 -0.29041 -2.33174
N 7.31892 -1.44981 -1.75624
N 8.54092 -1.37251 -1.18484
N 8.88322 -2.48631 -0.71714
C 7.88872 -3.39481 -0.93534
C 7.78152 -4.74581 -0.61424
C 6.60902 -5.37811 -0.95484
C 5.56112 -4.69621 -1.58784
C 5.65162 -3.36581 -1.93474
C 6.83822 -2.72291 -1.60924
H 2.76682 0.01139 -3.53844
H 4.08662 -1.14561 -3.78744
H 4.34302 0.57459 -4.10264
H 3.72672 0.68879 1.02306
H 6.39942 0.38839 0.31556
H 7.45312 0.51399 -2.26664
H 6.43902 -0.46451 -3.37804
H 8.59512 -5.25261 -0.12514
H 6.48432 -6.42701 -0.73474
H 4.65112 -5.23251 -1.80944
H 4.83492 -2.85481 -2.42254
C -4.01578 3.60189 2.81666
C -2.73078 3.23609 3.17886
C -1.87168 2.69779 2.23506
C -2.29648 2.52009 0.92386
C -3.58958 2.88929 0.56496
C -4.43828 3.43959 1.50876
As -1.00898 1.87139 -0.43264
C -0.28308 3.62519 -0.88024
C 0.75732 4.32499 -0.29644
C 1.11442 5.56849 -0.80014
C 0.45672 6.09289 -1.90234
C -0.59848 5.40639 -2.47854
C -0.98608 4.17559 -1.96284
C -2.08378 3.36229 -2.48364
C -3.04788 3.79849 -3.38314
C -4.04728 2.93349 -3.79254
C -4.05858 1.61569 -3.36374
C -3.10778 1.17229 -2.45464
C -2.16288 2.05809 -1.96974
H -4.68328 4.02189 3.55016
H -2.39228 3.37489 4.19396
H -0.86458 2.41169 2.52036
H -3.92538 2.77319 -0.45744
H -5.42878 3.75449 1.21836
H 1.29962 3.90879 0.54316
H 1.91922 6.12399 -0.34254
H 0.77022 7.03969 -2.31744
H -1.11478 5.81329 -3.33454
H -3.03288 4.81269 -3.74924
H -4.82328 3.29079 -4.45194
H -4.81718 0.93929 -3.72634
H -3.09058 0.14229 -2.12334

As for the total charge: +2. The total energy is -7426.0299 hartree. The calculation puts the energy above the lowest of the compared OMol25 structures with the same formula, charge and spin at 97.63 kJ/mol. The LUMO energy (alpha / beta) is -0.225 / -0.225 Eh. Its spin multiplicity is 1. The max |F| is 1.66 eV/A.